(1)
Formula: C38H42F20IN3O16S
Source: the OMol25 dataset
Level of theory: the ωB97M-V functional and the def2-TZVPD basis

As for the orbital gap: 0.308 Ha.

Geometry as ORCA input:
```
! wB97M-V def2-TZVPD RIJCOSX def2/J DEFGRID3
* xyz 0 1
H 1.039 -0.914 6.140
N 0.278 -1.109 6.797
C -0.482 -2.010 6.334
C -1.695 -2.413 7.120
C -0.283 -2.699 4.993
N 0.865 -3.640 4.961
C 2.134 -3.104 5.297
O 2.702 -3.130 6.357
C 2.673 -2.545 3.982
C 3.664 -1.678 3.729
I 4.767 -0.895 5.348
C 3.941 -1.334 2.426
N 4.972 -0.426 2.190
C 3.221 -1.889 1.380
S 3.623 -1.474 -0.296
O 4.907 -0.865 -0.435
O 3.514 -2.663 -1.079
C 2.292 -0.340 -0.945
F 1.949 -0.827 -2.138
F 1.209 -0.369 -0.177
C 2.752 1.111 -1.206
F 3.734 1.142 -2.084
F 3.096 1.688 -0.068
F 1.727 1.754 -1.766
C 2.173 -2.769 1.625
C 1.279 -3.379 0.558
C -0.216 -3.135 0.940
C -1.052 -2.526 -0.203
C -2.125 -1.572 0.286
O -1.623 -0.618 1.247
C -1.213 0.546 0.727
O -0.555 1.337 1.371
C 1.962 -3.072 2.923
C 0.968 -4.013 3.554
O 0.347 -4.938 3.104
H -2.547 -2.298 6.452
H -1.830 -1.691 7.916
H -1.643 -3.438 7.472
H -1.178 -3.278 4.786
H -0.221 -1.931 4.208
H 4.709 0.196 1.436
H 5.098 0.182 2.994
H 1.424 -2.870 -0.378
H 1.485 -4.441 0.486
H -0.303 -2.471 1.796
H -0.667 -4.074 1.237
H -1.561 -3.345 -0.710
H -0.427 -2.051 -0.959
H -2.543 -1.034 -0.563
H -2.951 -2.096 0.757
H -1.495 0.793 -0.310
C -0.575 -0.603 -4.138
C -1.607 0.496 -4.267
O -2.878 -0.026 -4.701
C -3.603 -0.620 -3.772
O -3.304 -0.757 -2.621
C -4.935 -1.094 -4.370
F -4.747 -1.741 -5.525
F -5.735 -0.049 -4.611
F -5.568 -1.914 -3.539
H -0.485 -1.153 -5.076
H 0.395 -0.184 -3.881
H -0.855 -1.322 -3.368
H -1.298 1.209 -5.029
H -1.729 1.049 -3.336
C -8.598 -2.262 5.779
C -7.503 -2.483 6.800
O -6.533 -3.442 6.334
C -5.646 -2.993 5.461
O -5.574 -1.881 5.030
C -4.666 -4.114 5.092
F -5.301 -5.252 4.797
F -3.832 -4.363 6.109
F -3.926 -3.783 4.035
H -9.065 -3.211 5.510
H -9.359 -1.594 6.179
H -8.202 -1.824 4.864
H -7.921 -2.906 7.711
H -7.007 -1.552 7.070
C -1.538 -2.524 -9.360
C -0.044 -2.731 -9.488
O 0.617 -1.534 -9.942
C 0.812 -0.595 -9.031
O 0.495 -0.651 -7.880
C 1.554 0.594 -9.657
F 1.002 0.957 -10.818
F 2.832 0.275 -9.892
F 1.536 1.648 -8.848
H -1.955 -2.166 -10.301
H -2.029 -3.458 -9.088
H -1.771 -1.780 -8.598
H 0.165 -3.488 -10.240
H 0.399 -3.069 -8.552
C 3.531 4.226 -2.512
C 5.026 4.009 -2.604
O 5.703 5.193 -3.065
C 5.881 6.145 -2.161
O 5.536 6.107 -1.018
C 6.643 7.322 -2.788
F 6.120 7.669 -3.968
F 7.925 6.993 -2.988
F 6.611 8.388 -1.997
H 3.134 4.569 -3.468
H 3.030 3.311 -2.235
H 3.286 4.988 -1.771
H 5.247 3.236 -3.336
H 5.447 3.686 -1.651
C 1.458 4.345 1.372
C 0.871 4.312 2.766
O 0.468 5.626 3.200
C -0.678 6.074 2.711
O -1.398 5.498 1.953
C -0.984 7.461 3.294
F 0.082 8.266 3.229
F -1.340 7.360 4.581
F -1.979 8.048 2.638
H 2.283 5.058 1.318
H 1.821 3.359 1.094
H 0.713 4.656 0.640
H 1.622 3.982 3.480
H 0.032 3.620 2.831
*
```

Atom charges from the Löwdin analysis, given in e for atoms 1 to 5:
1 H 0.046
2 N 0.171
3 C -0.389
4 C -0.034
5 C -0.078

=====

(2)
Formula: C38H42InN4O8
Source: the OMol25 dataset
Level of theory: the ωB97M-V functional and the def2-TZVPD basis

As for the orbital gap: 0.295 Ha.

Geometry as ORCA input:
```
! wB97M-V def2-TZVPD RIJCOSX def2/J DEFGRID3
* xyz 1 1
In 0.034 0.360 0.163
C 2.838 1.524 -1.310
O 2.055 0.335 -1.394
C 2.890 -0.814 -1.314
C 2.001 -2.011 -1.140
O 1.280 -1.888 0.067
C 1.994 -2.155 1.264
C 0.943 -2.373 2.321
O 0.039 -1.278 2.338
C -0.666 -1.192 3.566
H 3.510 1.588 -2.171
H 2.166 2.377 -1.309
H 3.419 1.522 -0.384
H 3.495 -0.918 -2.224
H 3.569 -0.709 -0.460
H 1.254 -2.058 -1.936
H 2.584 -2.939 -1.154
H 2.576 -3.078 1.158
H 2.658 -1.325 1.510
H 0.374 -3.287 2.099
H 1.430 -2.499 3.293
H -1.178 -2.134 3.785
H 0.023 -0.946 4.379
H -1.410 -0.404 3.461
O 2.832 0.961 2.965
C 1.921 1.180 2.202
O 1.867 0.794 0.965
C 0.733 2.017 2.645
C 0.912 2.967 3.665
C -0.132 3.787 3.973
C -1.364 3.636 3.296
C -2.481 4.458 3.573
C -3.655 4.269 2.908
C -3.766 3.242 1.947
C -2.709 2.426 1.661
C -1.475 2.619 2.321
N -0.399 1.836 2.001
H 1.873 3.022 4.153
H -0.035 4.556 4.729
H -2.383 5.234 4.321
H -4.507 4.901 3.115
H -4.699 3.107 1.422
H -2.804 1.631 0.934
C -6.399 2.268 -1.027
O -5.082 2.691 -1.367
C -4.874 3.105 -2.646
C -5.909 3.314 -3.552
C -5.646 3.788 -4.826
C -4.346 4.056 -5.221
C -3.310 3.816 -4.336
C -3.548 3.335 -3.054
N -2.407 3.166 -2.214
C -1.918 2.016 -1.666
N -2.757 0.965 -1.648
C -2.650 -0.346 -1.151
C -1.599 -0.867 -0.406
C -1.698 -2.205 -0.012
C -2.791 -2.992 -0.328
C -3.841 -2.452 -1.061
C -3.764 -1.140 -1.473
O -4.790 -0.544 -2.184
C -4.826 -0.903 -3.570
N -0.659 1.943 -1.264
C 0.161 3.075 -1.582
C 0.583 3.930 -0.565
C 1.384 5.028 -0.817
C 1.760 5.303 -2.125
C 1.342 4.478 -3.149
C 0.552 3.354 -2.900
O 0.207 2.657 -4.013
C -0.079 1.263 -3.983
H -6.331 1.870 -0.017
H -6.739 1.481 -1.700
H -7.096 3.109 -1.042
H -6.930 3.128 -3.253
H -6.469 3.955 -5.507
H -4.135 4.431 -6.211
H -2.283 3.989 -4.636
H -1.705 3.883 -2.322
H -3.688 1.143 -1.990
H -0.890 -2.644 0.559
H -2.834 -4.021 0.000
H -4.717 -3.035 -1.312
H -5.344 -1.853 -3.705
H -3.814 -0.980 -3.972
H -5.368 -0.114 -4.090
H 0.258 3.715 0.441
H 1.697 5.668 -0.005
H 2.382 6.159 -2.348
H 1.627 4.667 -4.175
H 0.026 0.937 -5.015
H -1.100 1.064 -3.653
H 0.632 0.727 -3.351
*
```

Atom charges from the Löwdin analysis, given in e for atoms 1 to 5:
1 In 1.006
2 C -0.060
3 O -0.261
4 C -0.172
5 C -0.147

=====

(3)
Formula: C38H42N7O11
Source: the OMol25 dataset
Level of theory: the ωB97M-V functional and the def2-TZVPD basis

As for the orbital gap: 0.298 Ha.

Geometry as ORCA input:
```
! wB97M-V def2-TZVPD RIJCOSX def2/J DEFGRID3
* xyz 1 1
C 6.830 -2.779 6.188
C 6.672 -3.760 5.035
O 6.972 -4.934 5.206
N 6.134 -3.349 3.753
C 5.090 -2.310 3.852
C 7.143 -3.031 2.783
C 8.105 -4.194 2.482
C 9.407 -4.245 3.310
C 9.898 -2.877 3.822
C 9.365 -1.818 2.864
N 7.899 -1.734 3.113
H 7.092 -1.761 5.898
H 7.569 -3.178 6.869
H 5.868 -2.703 6.689
H 4.746 -2.132 4.863
H 4.225 -2.676 3.302
H 5.361 -1.362 3.387
H 6.613 -2.837 1.854
H 7.527 -5.073 2.747
H 8.287 -4.251 1.416
H 10.185 -4.607 2.639
H 9.354 -4.986 4.098
H 9.391 -2.693 4.772
H 10.972 -2.818 3.925
H 9.594 -2.087 1.837
H 9.794 -0.838 3.053
H 7.762 -1.428 4.077
H 7.525 -0.984 2.533
C 0.855 0.258 0.631
C 0.298 1.140 1.546
C 1.058 1.619 2.602
C 2.373 1.207 2.721
C 2.940 0.324 1.820
C 2.176 -0.153 0.769
N 3.191 1.731 3.823
O 2.668 2.489 4.604
O 4.360 1.376 3.895
H 0.257 -0.109 -0.193
H -0.724 1.453 1.434
H 0.626 2.305 3.315
H 3.967 0.007 1.924
H 2.607 -0.842 0.055
C -7.073 1.635 0.576
C -6.394 1.621 1.787
C -5.087 1.167 1.850
C -4.475 0.732 0.686
C -5.137 0.731 -0.530
C -6.444 1.186 -0.579
N -3.087 0.272 0.741
O -2.521 0.268 1.820
O -2.556 -0.075 -0.296
H -8.098 1.996 0.536
H -6.886 1.969 2.686
H -4.559 1.155 2.791
H -4.645 0.386 -1.428
H -6.975 1.195 -1.521
C 2.570 2.682 -3.175
C 1.553 2.925 -2.260
C 0.233 2.957 -2.678
C -0.047 2.740 -4.015
C 0.952 2.505 -4.941
C 2.270 2.476 -4.515
N -1.448 2.745 -4.463
O -2.304 2.970 -3.634
O -1.666 2.515 -5.635
H 3.599 2.651 -2.842
H 1.789 3.085 -1.216
H -0.560 3.143 -1.970
H 0.717 2.346 -5.978
H 3.059 2.288 -5.229
C -1.596 -2.893 -7.750
C -1.660 -1.521 -7.953
C -0.562 -0.726 -7.670
C 0.589 -1.324 -7.188
C 0.668 -2.688 -6.973
C -0.435 -3.475 -7.257
N 1.761 -0.486 -6.906
O 1.652 0.710 -7.090
O 2.769 -1.029 -6.504
H -2.454 -3.512 -7.977
H -2.565 -1.070 -8.335
H -0.609 0.342 -7.826
H 1.574 -3.136 -6.592
H -0.389 -4.543 -7.097
C -14.450 3.642 0.961
C -13.623 3.602 2.077
C -12.332 3.114 1.966
C -11.887 2.677 0.732
C -12.698 2.703 -0.389
C -13.988 3.190 -0.268
N -10.512 2.179 0.604
O -9.828 2.148 1.614
O -10.139 1.829 -0.497
H -15.456 4.028 1.050
H -13.985 3.953 3.033
H -11.687 3.081 2.831
H -12.335 2.354 -1.344
H -14.635 3.220 -1.134
*
```

Atom charges from the Löwdin analysis, given in e for atoms 1 to 5:
1 C 0.009
2 C -0.420
3 O 0.119
4 N -0.067
5 C -0.027

=====

(4)
Formula: C38H43As2N5O9S2Zn
Source: the OMol25 dataset
Level of theory: the ωB97M-V functional and the def2-TZVPD basis

As for the orbital gap: 0.213 Ha. The energy relative to the best compared isomer or geometry (same formula, charge and spin) is 22.6 kJ/mol.

Geometry as ORCA input:
```
! wB97M-V def2-TZVPD RIJCOSX def2/J DEFGRID3
* xyz 0 1
Zn 2.757 -0.059 1.135
C 0.616 -0.309 4.993
C 1.389 0.123 3.789
N 2.051 -0.667 3.030
N 2.109 -1.989 3.342
C 3.113 -2.598 2.738
N 3.149 -3.951 2.952
S 4.334 -1.914 1.731
C 1.478 1.564 3.432
C 1.079 2.559 4.316
C 1.307 3.884 3.985
C 1.903 4.188 2.772
C 2.226 3.139 1.928
N 2.022 1.864 2.247
H 0.748 -1.375 5.141
H 0.943 0.218 5.893
H -0.443 -0.092 4.828
H 2.593 -4.285 3.723
H 4.037 -4.397 2.802
H 0.609 2.298 5.254
H 1.020 4.674 4.668
H 2.102 5.209 2.476
H 2.652 3.320 0.948
C -4.316 -4.882 0.107
C -2.928 -4.332 -0.105
C -2.348 -3.497 0.850
C -1.092 -2.944 0.655
C -0.407 -3.244 -0.513
C -0.956 -4.072 -1.477
C -2.212 -4.620 -1.263
S 1.178 -2.468 -0.787
C 2.195 -3.868 -0.344
O 1.263 -1.449 0.321
H -4.401 -5.372 1.079
H -4.583 -5.605 -0.664
H -5.052 -4.075 0.082
H -2.895 -3.270 1.760
H -0.645 -2.274 1.382
H -0.413 -4.286 -2.393
H -2.649 -5.268 -2.015
H 1.951 -4.167 0.676
H 3.239 -3.564 -0.412
H 1.964 -4.660 -1.061
C 3.309 0.785 -0.656
C 4.566 0.159 -1.110
C 4.560 -0.929 -1.995
C 5.726 -1.574 -2.367
C 6.953 -1.146 -1.868
C 6.986 -0.061 -0.989
C 5.816 0.572 -0.620
C 8.174 -1.811 -2.258
N 9.147 -2.341 -2.569
H 2.486 0.591 -1.348
H 3.414 1.866 -0.531
H 3.611 -1.271 -2.397
H 5.697 -2.411 -3.054
H 7.939 0.271 -0.594
H 5.854 1.400 0.080
C -0.124 3.046 -3.832
O -0.409 4.241 -3.079
C -1.172 4.152 -1.992
O -1.432 5.144 -1.359
C -1.685 2.805 -1.527
C -2.933 2.426 -1.796
As -4.114 1.121 -0.853
C -4.736 -0.002 -2.307
C -2.711 0.295 0.247
C -1.548 0.423 -0.422
As -0.348 1.973 -0.204
C -1.189 2.977 1.254
C -1.415 -0.248 -1.775
O -2.142 -1.116 -2.178
O -0.329 0.172 -2.436
C -0.075 -0.432 -3.715
C -2.617 0.403 1.741
O -1.538 0.422 2.283
O -3.702 0.366 2.535
C -5.025 0.075 2.074
C -3.713 3.153 -2.867
O -3.545 2.889 -4.028
O -4.639 4.050 -2.509
C -4.698 4.532 -1.150
H 0.537 3.361 -4.632
H -1.042 2.630 -4.244
H 0.379 2.314 -3.208
H -5.377 0.622 -2.929
H -5.336 -0.793 -1.860
H -3.926 -0.427 -2.888
H -2.275 2.918 1.196
H -0.890 4.015 1.115
H -0.850 2.617 2.222
H 0.981 -0.274 -3.914
H -0.686 0.059 -4.472
H -0.314 -1.491 -3.693
H -5.584 -0.211 2.960
H -5.030 -0.756 1.371
H -5.489 0.944 1.621
H -5.188 5.499 -1.206
H -3.703 4.654 -0.730
H -5.294 3.858 -0.539
*
```

Atom charges from the Löwdin analysis, given in e for atoms 1 to 5:
1 Zn 0.537
2 C -0.018
3 C -0.259
4 N -0.050
5 N -0.005

=====

Let's list LUMO energy in order: -1.17 -2.79 -2.92 -1.53 eV.